Record 1
{"formula": "C2H4N3", "method": "ωB97M-V/def2-TZVPD", "homo_lumo_gap_ha": 0.307, "total_energy_ha": -242.424631, "multiplicity": 1, "charge": 1, "homo_energy_ha": -0.5247, "species": ["C", "H", "H", "H", "N", "C", "N", "N", "H"], "coordinates": [[-2.47504, -1.38494, 0.43246], [2.52483, -0.03755, -1.02288], [-2.68874, -2.31386, 0.14086], [-1.99243, 0.59302, -0.03394], [0.35638, 0.23174, -0.77045], [1.77583, -0.03314, -0.21896], [0.58143, -0.84392, -0.24990], [-2.05286, -0.35528, 0.29517], [2.20761, 0.41135, 0.72206]], "nbo_charge": [0.530, 0.213, 0.274, 0.517, -0.092, -0.214, -0.105, -0.338, 0.216]}

***

Record 2
{"formula": "C2H4N3S", "method": "ωB97M-V/def2-TZVPD", "homo_lumo_gap_ha": [0.247, 0.245], "total_energy_ha": -640.585309, "multiplicity": 1, "charge": 1, "homo_energy_ha": [-0.5684, -0.5677], "species": ["N", "H", "C", "C", "H", "S", "N", "H", "N", "H"], "coordinates": [[-1.69596, 1.11520, 2.02715], [-0.87422, 1.52343, 2.41046], [0.69903, -1.42972, -1.18714], [1.25203, -0.18944, -1.20473], [2.07119, 0.01183, -1.83454], [-0.63948, -1.41459, -0.09883], [-0.30742, 0.09435, 0.24118], [-2.21681, 1.96661, 1.77283], [0.63701, 0.62855, -0.35662], [1.07464, -2.30622, -1.76977]], "nbo_charge": [-0.242, 0.339, -0.391, -0.070, 0.262, 0.828, -0.273, 0.351, -0.101, 0.297]}

***

Record 3
{"formula": "C2H4N4", "method": "ωB97M-V/def2-TZVPD", "homo_lumo_gap_ha": 0.407, "total_energy_ha": -297.565881, "multiplicity": 1, "homo_energy_ha": -0.3735, "species": ["H", "N", "H", "H", "H", "N", "C", "N", "N", "C"], "coordinates": [[-0.93923, 2.22806, -0.35219], [0.66257, 0.32186, 0.90176], [-0.68674, -1.07454, -1.59046], [-1.90137, 1.30243, 0.56554], [2.20702, -1.20539, 1.22019], [-1.30989, 1.25543, -0.31768], [1.38606, -0.76526, 0.68263], [-0.30912, 0.24223, -0.00744], [1.00737, -1.48930, -0.44049], [-0.11668, -0.81552, -0.66186]], "nbo_charge": [0.380, -0.326, 0.204, 0.366, 0.207, -0.618, 0.125, -0.052, -0.472, 0.187]}